No. 1
Formula: C29H26Cl2NO
Source: the OMol25 dataset
Level of theory: ωB97M-V with the def2-TZVPD basis set

Positions of all 59 atoms, in Å:
H -1.230 1.087 -2.801
H 5.561 3.097 3.097
C 0.642 0.259 -2.642
H 0.158 1.104 1.134
C -0.597 1.328 -0.827
C -4.129 1.537 0.414
C 0.290 -0.828 -3.623
H -3.908 4.430 -1.524
C -1.472 -4.024 -0.621
H 1.123 -1.545 -3.683
C -3.570 3.770 -0.710
C 5.338 2.209 2.506
C -3.135 -0.554 2.019
H -2.503 -4.313 -0.476
C -4.655 2.681 -0.406
H 1.422 1.002 -0.261
H 3.275 2.088 3.114
C 2.003 -1.006 0.817
C 0.830 -4.596 -1.110
H -5.025 2.276 -1.368
C 0.387 0.940 0.077
Cl 7.951 2.284 1.778
C -5.011 0.625 1.016
C 2.464 -0.050 1.719
H 4.599 -0.891 0.249
H -1.273 0.463 1.901
H -2.750 -1.387 2.618
H 1.578 -5.350 -1.338
C 4.065 1.662 2.482
H -5.214 -1.185 2.185
C -0.519 -4.950 -1.037
C 3.763 0.520 1.683
H 0.119 -0.381 -4.617
C -1.073 -2.722 -0.355
C 0.274 -2.328 -0.356
H 6.888 0.086 0.317
H 2.250 -2.977 -1.038
N -0.454 0.979 -2.147
H -1.809 -1.987 -0.016
H -1.566 3.726 -1.669
C 6.374 1.632 1.741
H 1.765 0.399 2.429
C -4.515 -0.452 1.773
H -0.219 -0.881 1.142
H -3.489 4.390 0.209
C -1.850 2.005 -0.445
H -5.507 3.142 0.127
C 0.649 -1.132 0.428
C -2.262 3.155 -1.052
C 1.207 -3.263 -0.882
C 6.095 0.517 0.927
H 2.755 -1.630 0.310
C -2.280 0.413 1.495
C 4.810 -0.018 0.875
Cl -0.993 -6.559 -1.350
H -0.617 -1.362 -3.306
C -2.732 1.342 0.532
O 1.809 0.462 -2.307
H -6.085 0.762 0.854

The calculated total energy is -59068.261 eV. The highest occupied orbital energy comes out at -10.62 eV. For the HOMO-LUMO gap, the calculation gives 5.648 eV. As for the total charge: +1. The energy relative to the best compared isomer or geometry (same formula, charge and spin) is 1.018 eV. As for the lowest unoccupied orbital energy: -0.1828 hartree.

=====

No. 2
Formula: C29H26CoN4O7
Source: the OMol25 dataset
Level of theory: ωB97M-V with the def2-TZVPD basis set

Positions of all 67 atoms, in Å:
H -3.090 -2.537 2.555
N -0.355 0.401 0.351
C 2.425 1.104 0.490
H 4.491 -2.279 -2.054
C 4.863 1.092 0.297
O -1.265 5.046 0.173
C -0.049 -1.830 -3.626
C 3.523 -1.998 -2.474
C -2.267 4.110 2.758
H -0.712 0.944 -5.149
H -4.669 1.332 1.564
H -1.861 -0.212 -4.432
H -0.469 -5.360 -2.103
H 5.829 1.356 0.709
C 0.342 -2.956 -4.342
C 4.788 0.431 -0.922
H -0.820 5.245 -0.665
H -2.079 1.901 5.350
C 3.700 1.404 0.985
N -0.954 -0.848 -1.549
H 2.727 -2.378 -1.824
C 0.196 -4.220 -3.802
C -2.590 3.490 3.966
H 3.785 1.900 1.947
C -0.662 4.010 0.732
C -0.914 0.311 -4.288
C 2.381 0.428 -0.725
H -0.974 0.922 -3.388
O -0.025 0.183 5.011
N 1.181 0.013 -1.350
C -1.774 -1.244 1.509
C 0.444 -2.057 1.973
C -1.214 3.575 2.044
H 0.366 -1.966 3.058
O 1.116 0.687 3.131
C -1.859 2.404 4.418
C -0.564 -1.976 -2.337
N -0.531 2.526 2.487
C -2.990 -1.553 2.115
H 1.300 -0.281 -2.311
H -1.099 -3.348 -0.798
H 0.498 -5.087 -4.376
O -0.863 -2.251 1.403
H -2.813 4.968 2.396
H 5.674 0.170 -1.488
C -1.592 0.020 0.930
C -0.800 1.948 3.644
H 0.940 -1.173 1.581
C -0.034 -0.126 -0.797
C -0.719 -3.256 -1.809
O 0.171 -0.618 -4.225
H -2.523 1.871 0.457
Co 0.877 1.718 1.431
H 1.003 -2.953 1.714
C 0.165 0.806 3.980
C -4.025 -0.637 2.153
C -0.349 -4.375 -2.533
O 3.430 -0.584 -2.626
C 3.548 0.089 -1.420
C -3.862 0.610 1.562
H 0.753 -2.807 -5.332
C -2.658 0.918 0.954
H -4.958 -0.899 2.635
H -3.417 3.869 4.553
O 0.276 3.439 0.227
H -1.809 -1.003 -1.035
H 3.413 -2.430 -3.467

The calculated total energy is -88415.462 eV. The highest occupied orbital energy (spin up / spin down) comes out at -7.70 / -7.63 eV. For the HOMO-LUMO gap (spin up / spin down), the calculation gives 7.008 / 6.921 eV. The multiplicity is 2. The energy relative to the best compared isomer or geometry (same formula, charge and spin) is 0.100 eV. As for the lowest unoccupied orbital energy (spin up / spin down): -0.0255 / -0.0261 hartree.